Computed, not measured: C41H52BCl3CoN7O3 as an isolated structure, with wB97M-V/def2-TZVPD.

```
! wB97M-V def2-TZVPD RIJCOSX def2/J DEFGRID3
* xyz 0 5
Co -0.320 -0.181 0.513
C -2.873 2.000 -0.033
C -1.884 2.891 -0.806
C -1.962 2.348 -2.271
C -0.470 2.852 -0.295
C 0.546 3.732 -0.591
C 1.665 3.199 -0.033
C 3.102 3.593 -0.278
C 3.841 2.438 -1.006
C 3.852 4.115 0.987
N 1.250 2.080 0.608
N -0.070 1.864 0.467
B 2.020 1.141 1.659
N 0.954 0.906 2.774
N -0.041 -0.029 2.554
C -0.840 0.004 3.611
C -0.356 0.923 4.532
C 0.745 1.496 3.981
C 1.524 2.530 4.578
C 2.982 2.248 4.886
C 1.388 3.821 3.725
C -2.168 -0.705 3.796
C -1.981 -2.248 3.881
C -3.232 -0.348 2.694
N 2.382 -0.196 0.885
N 1.545 -0.538 -0.144
C 2.151 -1.478 -0.920
C 3.416 -1.709 -0.380
C 3.556 -0.870 0.760
C 4.676 -0.909 1.732
C 5.706 0.272 1.423
C 4.372 -0.941 3.214
C 1.513 -2.182 -2.107
C 2.623 -2.801 -2.989
C 0.654 -1.210 -2.921
H -3.928 1.975 -0.420
H -2.489 0.966 -0.091
H -3.046 2.341 0.982
H -2.275 3.907 -0.714
H -1.652 1.328 -2.166
H -2.993 2.314 -2.611
H -1.414 2.903 -3.028
H 0.455 4.636 -1.183
H 3.130 4.404 -1.069
H 4.063 1.571 -0.419
H 3.280 2.234 -1.931
H 4.816 2.788 -1.334
H 4.053 3.250 1.581
H 4.796 4.486 0.666
H 3.448 4.936 1.587
H 2.936 1.788 2.054
H -0.736 1.131 5.487
H 1.072 2.763 5.557
H 3.660 2.257 3.957
H 3.339 3.062 5.469
H 3.144 1.286 5.400
H 1.810 3.768 2.692
H 0.333 4.078 3.617
H 1.839 4.761 4.191
H -2.525 -0.404 4.770
H -2.014 -2.750 2.899
H -1.000 -2.498 4.301
H -2.673 -2.773 4.544
H -2.808 -0.367 1.710
H -3.994 -1.081 2.721
H -3.704 0.580 2.963
H 4.268 -2.258 -0.851
H 5.191 -1.901 1.455
H 5.175 1.211 1.630
H 6.630 0.072 2.070
H 5.961 0.355 0.378
H 3.853 -0.022 3.499
H 3.669 -1.806 3.423
H 5.307 -0.991 3.792
H 1.037 -3.102 -1.817
H 3.124 -1.962 -3.611
H 3.326 -3.474 -2.432
H 2.129 -3.455 -3.650
H 1.333 -0.433 -3.184
H 0.309 -1.753 -3.811
H -0.118 -0.834 -2.334
Cl -6.934 -3.237 -5.447
C -6.215 -1.642 -5.629
C -4.890 -1.562 -6.008
C -4.227 -0.410 -6.171
Cl -2.593 -0.288 -6.870
C -4.904 0.819 -5.834
O -4.206 1.898 -5.819
C -6.265 0.664 -5.427
Cl -7.120 2.076 -5.027
C -6.938 -0.468 -5.335
H -4.441 -2.492 -6.249
H -7.988 -0.524 -5.152
O 0.103 -3.013 0.871
C -0.805 -2.920 0.098
N -1.404 -1.711 -0.299
C -2.482 -1.954 -1.133
O -3.150 -1.097 -1.770
C -2.625 -3.417 -1.343
C -3.615 -4.189 -1.898
C -3.437 -5.546 -1.826
C -2.224 -6.177 -1.397
C -1.228 -5.310 -0.788
C -1.492 -3.969 -0.720
H -4.571 -3.768 -2.312
H -4.225 -6.214 -2.257
H -2.132 -7.277 -1.295
H -0.372 -5.663 -0.190
*
```

For the LUMO energy (spin up / spin down), the calculation gives 0.18 / -2.36 eV. The HOMO energy (spin up / spin down) is -8.74 / -8.72 eV. Its electronic energy is -135806.5559 eV. Its relative energy (zero: lowest compared OMol25 entry of this formula, charge and spin) is 316.3 kJ/mol.


Computed, not measured: C5H8N2O as an isolated structure, with wB97M-V/def2-TZVPD.

```
! wB97M-V def2-TZVPD RIJCOSX def2/J DEFGRID3
* xyz 0 1
C -2.106 -0.367 -0.141
C -0.660 -0.111 -0.416
C -0.016 1.008 0.332
C 2.055 0.790 -0.035
C 0.415 -0.364 0.834
H -2.808 -1.083 -0.786
H -2.437 -0.670 1.162
H -2.791 0.565 -0.518
H -0.474 -0.311 -1.495
H -0.893 1.599 0.785
H 3.134 1.140 -0.310
H 1.303 -1.427 -1.053
H 0.322 -0.662 1.971
N 1.066 1.623 -0.418
N 1.744 -0.380 0.462
O 2.146 -1.350 -0.374
*
```

For the LUMO energy, the calculation gives 0.81 eV. The HOMO energy is -8.65 eV. Its electronic energy is -10335.5767 eV. Its relative energy (zero: lowest compared OMol25 entry of this formula, charge and spin) is 689.8 kJ/mol.


Computed, not measured: a 9-piece molecular cluster, C34H76F2O13 overall, with wB97M-V/def2-TZVPD.

```
! wB97M-V def2-TZVPD RIJCOSX def2/J DEFGRID3
* xyz 0 1
C 0.409 -0.884 1.691
C 1.047 -0.406 0.396
O 0.951 0.992 0.505
C -0.023 1.305 1.400
O -0.397 2.408 1.625
O -0.495 0.191 1.992
F 0.329 -0.810 -0.691
H 1.169 -0.915 2.471
H -0.075 -1.838 1.518
H 2.086 -0.713 0.313
C -0.733 2.625 5.212
C 0.665 3.115 5.548
O 1.471 2.030 5.157
C 0.720 0.895 5.198
O 1.136 -0.205 5.060
O -0.587 1.213 5.334
F 0.812 3.310 6.897
H -0.975 2.928 4.192
H -1.453 2.952 5.954
H 1.019 4.010 5.048
C -3.678 1.824 2.452
C -4.505 2.072 3.709
O -5.101 0.882 4.193
C -6.274 0.509 3.501
C -7.021 -0.499 4.325
H -3.048 2.685 2.218
H -3.021 0.979 2.652
H -4.325 1.667 1.590
H -3.891 2.479 4.513
H -5.299 2.806 3.513
H -6.910 1.384 3.312
H -6.023 0.071 2.526
H -7.361 -0.075 5.271
H -6.395 -1.354 4.584
H -7.895 -0.870 3.785
C 2.033 3.453 -2.291
C 1.718 4.357 -1.125
O 2.824 5.205 -0.934
C 2.756 5.924 0.281
C 3.967 6.833 0.360
H 1.317 2.639 -2.405
H 2.101 4.005 -3.228
H 3.010 3.003 -2.101
H 0.793 4.920 -1.323
H 1.520 3.766 -0.219
H 1.825 6.496 0.348
H 2.788 5.199 1.110
H 4.901 6.279 0.315
H 3.944 7.425 1.278
H 3.930 7.547 -0.466
C -4.445 -5.515 -3.524
C -4.697 -4.639 -2.324
O -3.461 -4.470 -1.636
C -3.525 -3.467 -0.658
C -2.148 -3.239 -0.067
H -3.850 -5.001 -4.280
H -3.923 -6.430 -3.242
H -5.378 -5.817 -4.006
H -5.068 -3.655 -2.631
H -5.402 -5.113 -1.631
H -3.888 -2.512 -1.077
H -4.254 -3.723 0.128
H -1.722 -4.198 0.231
H -2.240 -2.551 0.774
H -1.493 -2.781 -0.809
C 1.600 -4.202 2.558
C 2.420 -4.326 1.288
O 2.374 -3.111 0.563
C 3.097 -3.152 -0.657
C 4.543 -2.715 -0.472
H 1.633 -3.165 2.900
H 0.549 -4.460 2.438
H 2.037 -4.796 3.359
H 3.450 -4.574 1.576
H 2.036 -5.146 0.669
H 3.020 -4.141 -1.123
H 2.572 -2.470 -1.335
H 4.607 -1.637 -0.339
H 5.114 -2.981 -1.365
H 4.972 -3.232 0.385
C -5.906 1.763 -1.554
C -4.861 0.685 -1.499
O -3.629 1.273 -1.893
C -2.552 0.388 -1.778
C -1.340 0.975 -2.468
H -6.905 1.397 -1.327
H -5.654 2.559 -0.851
H -5.886 2.223 -2.543
H -4.748 0.314 -0.472
H -5.118 -0.132 -2.182
H -2.316 0.206 -0.715
H -2.784 -0.605 -2.195
H -0.965 1.844 -1.917
H -1.632 1.344 -3.453
H -0.502 0.290 -2.534
C 4.876 1.439 -0.502
C 4.173 1.667 0.821
O 4.207 0.396 1.471
C 3.836 0.446 2.848
C 3.946 -0.948 3.399
H 4.903 2.349 -1.104
H 5.830 0.932 -0.396
H 4.251 0.773 -1.113
H 4.682 2.432 1.419
H 3.129 1.942 0.648
H 4.517 1.132 3.363
H 2.804 0.813 2.918
H 4.972 -1.309 3.352
H 3.352 -1.629 2.783
H 3.564 -0.965 4.420
C 2.754 -1.736 -8.326
C 2.618 -2.235 -6.896
O 2.440 -1.091 -6.072
C 2.467 -1.406 -4.696
C 2.141 -0.166 -3.914
H 2.695 -2.563 -9.031
H 1.997 -0.975 -8.501
H 3.737 -1.276 -8.430
H 1.759 -2.907 -6.791
H 3.547 -2.723 -6.574
H 1.712 -2.179 -4.484
H 3.455 -1.800 -4.420
H 1.189 0.265 -4.223
H 2.927 0.586 -4.004
H 2.034 -0.385 -2.847
*
```

For the LUMO energy, the calculation gives 0.60 eV. The HOMO energy is -9.65 eV. Its electronic energy is -68541.4808 eV. Its relative energy (zero: lowest compared OMol25 entry of this formula, charge and spin) is 0.0 kJ/mol. As for the SMILES: O=C1OC[C@@H](F)O1.O=C1OC[C@@H](F)O1.CCOCC.CCOCC.CCOCC.CCOCC.CCOCC.CCOCC.CCOCC.